1.
Formula: C39H93Cl6N5O17
Source: OMol25
Level of theory: ωB97M-V with the def2-TZVPD basis set

Geometry (Å):
C 16.100 -38.340 8.825
C 16.191 -38.528 10.323
C 17.568 -39.074 10.870
O 17.492 -39.323 12.265
C 18.682 -39.666 12.948
N 15.796 -37.273 10.902
H 15.072 -38.140 8.523
H 16.229 -39.268 8.268
H 16.822 -37.580 8.527
H 15.465 -39.318 10.515
H 18.319 -38.319 10.638
H 17.809 -40.014 10.374
H 18.450 -40.044 13.944
H 19.341 -38.816 13.127
H 19.241 -40.495 12.513
H 15.485 -37.525 11.829
H 16.600 -36.706 11.128
C 10.749 -35.174 2.251
C 9.333 -34.800 2.076
C 9.249 -33.287 1.873
O 7.869 -32.927 1.678
C 7.581 -31.588 1.317
N 8.685 -35.468 0.965
H 10.825 -36.262 2.252
H 11.224 -34.609 3.053
H 11.326 -34.827 1.394
H 8.796 -35.127 2.966
H 9.776 -32.923 0.991
H 9.667 -32.794 2.751
H 7.771 -30.893 2.136
H 6.593 -31.458 0.876
H 8.293 -31.402 0.514
H 7.914 -34.854 0.745
H 9.229 -35.407 0.116
C 13.487 -36.398 18.434
C 14.825 -36.563 17.702
C 15.968 -36.711 18.859
O 17.240 -37.062 18.310
C 18.142 -37.540 19.337
N 14.707 -37.688 16.828
H 13.262 -37.233 19.098
H 12.724 -36.145 17.698
H 13.528 -35.483 19.025
H 15.014 -35.691 17.076
H 15.718 -37.459 19.612
H 16.015 -35.746 19.364
H 17.755 -38.440 19.814
H 18.231 -36.699 20.024
H 19.116 -37.867 18.971
H 14.519 -38.578 17.267
H 15.634 -37.830 16.453
C 9.122 -22.852 2.705
C 8.018 -23.935 2.734
C 7.494 -24.287 4.199
O 8.462 -25.209 4.811
C 7.996 -25.829 6.024
N 6.834 -23.552 1.885
H 10.083 -23.046 3.180
H 8.680 -21.970 3.170
H 9.358 -22.468 1.712
H 8.348 -24.874 2.290
H 6.527 -24.788 4.175
H 7.445 -23.395 4.824
H 7.453 -26.724 5.722
H 7.341 -25.214 6.642
H 8.841 -26.201 6.603
H 6.212 -22.920 2.368
H 6.231 -24.337 1.684
C 2.256 -30.680 9.427
C 1.345 -31.469 10.359
C 2.020 -31.900 11.671
O 1.057 -32.611 12.509
C 1.660 -33.178 13.706
N 0.180 -30.639 10.515
H 1.722 -30.524 8.490
H 3.125 -31.267 9.130
H 2.610 -29.733 9.833
H 0.944 -32.338 9.838
H 2.461 -31.047 12.186
H 2.837 -32.554 11.363
H 1.753 -32.435 14.498
H 2.649 -33.606 13.541
H 1.010 -34.016 13.957
H -0.226 -31.093 11.320
H 0.647 -29.839 10.917
C -1.424 -27.506 22.246
C -0.667 -27.918 20.976
O 0.735 -27.949 21.220
C 1.543 -28.061 20.225
O 1.264 -28.374 19.076
O 2.719 -27.920 20.737
C 3.968 -28.096 20.021
H -2.488 -27.498 22.008
H -1.197 -26.488 22.561
H -1.326 -28.189 23.090
H -0.820 -27.092 20.282
H -1.045 -28.818 20.490
H 3.790 -27.760 19.000
H 4.324 -29.112 19.851
H 4.714 -27.467 20.507
C 15.208 -30.357 5.792
C 15.781 -30.085 7.136
O 16.734 -31.096 7.358
C 17.987 -30.873 6.943
O 18.374 -29.875 6.250
O 18.830 -31.826 7.473
C 20.185 -31.858 7.093
H 14.272 -29.827 5.620
H 14.986 -31.412 5.631
H 15.864 -30.098 4.960
H 14.961 -30.251 7.836
H 16.201 -29.079 7.148
H 20.665 -32.557 7.778
H 20.678 -30.886 7.109
H 20.392 -32.306 6.121
C 8.010 -33.940 9.490
C 9.380 -33.387 9.880
O 9.290 -32.030 10.451
C 8.803 -31.756 11.749
O 8.397 -30.638 12.091
O 8.660 -32.925 12.445
C 7.975 -32.976 13.667
H 7.300 -34.031 10.311
H 8.272 -34.943 9.152
H 7.518 -33.385 8.691
H 9.965 -33.302 8.963
H 9.842 -34.032 10.627
H 7.754 -33.963 14.074
H 7.004 -32.482 13.654
H 8.583 -32.404 14.368
C 7.478 -38.547 12.399
C 6.012 -38.994 12.662
O 5.026 -38.197 12.122
C 3.719 -38.503 12.202
O 3.272 -39.241 13.139
O 3.100 -38.019 11.085
C 1.732 -38.381 10.900
H 7.764 -37.539 12.700
H 7.818 -38.666 11.371
H 8.112 -39.226 12.969
H 5.937 -38.957 13.749
H 5.973 -39.968 12.175
H 1.368 -37.934 9.975
H 1.064 -37.943 11.642
H 1.516 -39.447 10.819
C 14.262 -28.423 19.790
Cl 13.034 -29.194 18.684
Cl 13.755 -28.698 21.464
H 15.233 -28.870 19.575
H 14.277 -27.350 19.599
C 7.439 -23.557 13.379
Cl 6.960 -22.130 12.449
Cl 8.009 -23.050 14.999
H 6.581 -24.199 13.580
H 8.279 -24.107 12.956
C 6.462 -36.478 21.196
Cl 5.877 -36.963 19.610
Cl 6.730 -34.747 21.277
H 5.733 -36.760 21.956
H 7.395 -37.037 21.273

## Properties
Charge: 0
Multiplicity: 1
Orbital gap: 9.39 eV
F_max: 5.06 eV/A
LUMO level: 0.1 eV

***

2.
Formula: C15H30B3F14N3O5S
Source: OMol25
Level of theory: ωB97M-V with the def2-TZVPD basis set

Geometry (Å):
N -5.568 4.731 -3.562
C -4.187 4.501 -3.090
B -3.390 3.386 -3.887
O -3.889 2.111 -4.140
B -2.885 1.372 -4.753
F -3.217 0.714 -5.830
O -1.590 1.337 -4.287
B -1.305 2.616 -3.808
C -0.228 2.912 -2.691
C 0.240 1.557 -2.070
C 1.198 1.858 -0.908
F 0.534 2.585 0.008
F 2.144 2.689 -1.423
C 1.989 0.630 -0.348
F 3.223 1.060 -0.052
F 2.176 -0.225 -1.358
C 1.489 -0.059 0.950
F 1.439 0.903 1.889
F 2.470 -0.844 1.395
C 0.092 -0.726 0.987
F -0.156 -1.036 2.235
F -0.814 0.191 0.689
S -0.254 -2.236 -0.076
F -1.835 -1.973 0.137
F -0.341 -1.405 -1.404
F 1.260 -2.593 -0.275
F -0.264 -3.153 1.220
F -0.627 -3.527 -0.906
O -2.085 3.641 -4.356
H -5.549 4.944 -4.551
H -6.161 3.934 -3.372
H -3.587 5.414 -3.133
H -4.248 4.145 -2.051
H -0.762 3.474 -1.917
H 0.600 3.474 -3.126
H 0.711 1.000 -2.877
H -0.667 1.093 -1.679
C -4.455 -6.483 -0.481
C -3.254 -5.620 -0.104
C -2.764 -5.831 1.338
O -3.572 -5.234 2.337
C -4.744 -5.955 2.669
N -3.576 -4.215 -0.368
H -5.391 -6.090 -0.085
H -4.563 -6.520 -1.566
H -4.334 -7.508 -0.124
H -2.430 -5.909 -0.765
H -1.787 -5.351 1.434
H -2.612 -6.897 1.557
H -4.583 -7.036 2.626
H -5.572 -5.672 2.016
H -5.022 -5.685 3.689
H -2.742 -3.650 -0.230
H -4.205 -3.904 0.369
C 5.398 3.763 4.124
C 5.100 2.399 3.508
C 6.303 1.765 2.790
O 6.609 2.327 1.527
C 7.327 3.546 1.572
N 3.941 2.522 2.619
H 5.404 4.562 3.383
H 4.631 4.018 4.856
H 6.362 3.764 4.638
H 4.829 1.728 4.328
H 6.058 0.718 2.588
H 7.194 1.760 3.432
H 8.039 3.569 2.402
H 6.645 4.396 1.638
H 7.880 3.639 0.637
H 3.675 1.597 2.300
H 4.257 2.988 1.770

## Properties
Charge: 0
Multiplicity: 1
Orbital gap: 9.29 eV
F_max: 2.32 eV/A
LUMO level: 0.2 eV

***

3.
Formula: C8H24ClI2OP2Tb
Source: OMol25
Level of theory: ωB97M-V with the def2-TZVPD basis set

Geometry (Å):
I -0.089 0.784 4.334
I 1.478 2.278 2.986
Tb 0.430 -1.159 -0.707
P 2.118 -1.722 1.399
C 2.803 -1.341 3.021
C 1.351 -3.366 1.640
H 2.050 -3.937 2.254
H 4.125 -2.964 1.007
H 1.172 -3.884 0.681
H 3.248 -2.684 -0.548
H 1.973 -1.206 3.731
H 0.400 -3.251 2.179
C 3.563 -2.240 0.404
H 3.462 -2.159 3.349
H 4.186 -1.362 0.203
H 3.351 -0.396 2.963
P -1.083 0.010 -2.687
C -1.818 1.650 -2.439
C -0.263 0.243 -4.298
H -2.200 -2.044 -3.310
H -2.982 -0.614 -4.056
H -3.258 -1.005 -2.324
C -2.523 -1.017 -3.142
H 0.387 -0.615 -4.505
H -1.025 0.329 -5.089
H -2.575 1.858 -3.209
H -1.029 2.411 -2.495
H 0.338 1.153 -4.270
H -2.264 1.709 -1.434
Cl 1.281 -2.890 -2.212
C -1.868 3.881 2.220
C -2.216 2.494 1.685
O -1.256 1.907 0.792
H -1.198 3.818 3.078
H -2.795 4.359 2.555
H -1.411 4.502 1.446
H -2.342 1.800 2.530
H -3.154 2.531 1.116
H -0.369 2.140 1.151

## Properties
Energy relative to the best compared isomer or geometry (same formula, charge and spin): 3.452 eV
Charge: +2
Multiplicity: 7
Orbital gap (alpha / beta): 4.83 / 7.04 eV
F_max: 2.57 eV/A
LUMO level (alpha / beta): -10.0 / -7.8 eV

***

4.
Formula: C77H81BrCdN3OP4
Source: OMol25
Level of theory: ωB97M-V with the def2-TZVPD basis set

Geometry (Å):
Cd -0.785 0.476 0.290
C -0.578 -0.230 5.642
C -0.582 0.653 4.394
C -1.947 1.332 4.290
P -0.182 -0.164 2.768
C 1.638 -0.562 2.817
C 2.388 0.769 2.960
C 2.204 -1.569 3.817
C -1.239 -1.639 2.721
C -1.080 -2.649 3.681
C -2.010 -3.646 3.896
C -1.768 -4.760 4.880
C -3.210 -3.535 3.191
C -3.397 -2.576 2.222
C -2.379 -1.664 1.854
N -2.484 -0.817 0.772
C -3.509 -0.895 -0.188
C -4.097 -2.090 -0.627
C -5.108 -2.117 -1.570
C -5.605 -0.950 -2.135
C -6.769 -0.957 -3.091
C -4.993 0.235 -1.758
C -3.959 0.290 -0.824
P -3.086 1.849 -0.467
C -3.415 2.897 -1.988
C -4.639 3.807 -1.925
C -2.171 3.721 -2.338
C -4.096 2.660 0.863
C -4.558 1.632 1.897
C -3.256 3.787 1.470
H -0.786 0.403 6.507
H 0.370 -0.731 5.822
H -1.364 -0.982 5.586
H 0.185 1.425 4.500
H -2.731 0.584 4.156
H -1.994 2.033 3.459
H -2.163 1.881 5.209
H 1.825 -0.943 1.807
H 2.425 1.083 4.006
H 1.922 1.570 2.380
H 3.414 0.648 2.614
H 2.089 -1.226 4.844
H 3.277 -1.673 3.631
H 1.763 -2.558 3.715
H -0.190 -2.643 4.297
H -0.861 -4.582 5.459
H -1.654 -5.718 4.366
H -2.601 -4.865 5.577
H -4.019 -4.224 3.413
H -4.354 -2.516 1.725
H -3.764 -3.023 -0.209
H -5.526 -3.073 -1.870
H -6.992 -1.966 -3.435
H -6.571 -0.333 -3.963
H -7.666 -0.566 -2.606
H -5.348 1.155 -2.210
H -3.561 2.166 -2.786
H -4.530 4.574 -1.157
H -5.562 3.260 -1.733
H -4.751 4.317 -2.884
H -1.854 4.353 -1.503
H -2.372 4.372 -3.193
H -1.342 3.070 -2.603
H -4.976 3.099 0.396
H -3.752 0.956 2.178
H -5.372 1.026 1.501
H -4.915 2.139 2.797
H -2.337 3.391 1.905
H -3.809 4.313 2.252
H -2.966 4.521 0.712
Br -2.034 -3.694 -5.954
C -1.474 -2.357 -4.747
C -1.052 -1.128 -5.236
C -0.623 -0.153 -4.353
C -0.606 -0.412 -2.985
C -1.088 -1.624 -2.514
C -1.511 -2.608 -3.386
N -0.150 0.516 -2.015
C 0.630 1.468 -2.325
C 0.941 2.559 -1.386
C 1.511 3.727 -1.866
C 1.623 4.818 -1.017
C 1.179 4.692 0.288
C 0.659 3.473 0.696
N 0.538 2.434 -0.120
H -1.065 -0.934 -6.300
H -0.333 0.814 -4.744
H -1.100 -1.794 -1.445
H -1.859 -3.562 -3.012
H 1.038 1.566 -3.331
H 1.823 3.789 -2.902
H 2.041 5.750 -1.372
H 1.247 5.514 0.987
H 0.319 3.325 1.716
C 6.264 -4.763 0.906
C 5.863 -4.053 2.219
C 6.684 -4.653 3.357
C 6.091 -2.560 2.046
C 7.179 -1.885 2.579
C 7.391 -0.548 2.290
C 6.510 0.120 1.455
C 5.385 -0.515 0.925
P 4.157 0.380 -0.140
C 4.834 0.017 -1.809
C 5.706 -1.033 -2.072
C 6.181 -1.250 -3.359
C 5.785 -0.427 -4.402
C 4.891 0.608 -4.158
C 4.411 0.817 -2.874
C 4.713 2.131 0.076
C 4.232 2.792 1.207
C 4.629 4.086 1.510
C 5.498 4.759 0.663
C 5.980 4.117 -0.469
C 5.600 2.813 -0.756
C 5.183 -1.856 1.259
O 4.041 -2.476 0.790
C 3.531 -3.497 1.566
C 2.173 -3.776 1.490
C 1.628 -4.567 2.509
C 2.423 -5.184 3.458
C 3.802 -5.051 3.371
C 4.368 -4.214 2.420
P 0.999 -3.160 0.201
C -0.100 -4.639 0.028
C 0.282 -5.980 0.138
C -0.637 -6.994 -0.072
C -1.957 -6.695 -0.395
C -2.347 -5.373 -0.510
C -1.419 -4.360 -0.297
C 1.885 -3.308 -1.413
C 2.133 -4.509 -2.076
C 2.605 -4.516 -3.381
C 2.807 -3.320 -4.057
C 2.573 -2.120 -3.406
C 2.134 -2.117 -2.091
H 7.327 -4.611 0.708
H 5.695 -4.377 0.058
H 6.073 -5.836 0.985
H 7.749 -4.526 3.164
H 6.505 -5.726 3.423
H 6.443 -4.196 4.318
H 7.871 -2.404 3.227
H 8.249 -0.029 2.699
H 6.704 1.153 1.219
H 6.027 -1.689 -1.271
H 6.870 -2.064 -3.546
H 6.166 -0.592 -5.403
H 4.568 1.251 -4.968
H 3.718 1.632 -2.686
H 3.558 2.273 1.880
H 4.262 4.567 2.408
H 5.806 5.772 0.889
H 6.678 4.626 -1.122
H 6.026 2.324 -1.621
H 0.557 -4.712 2.544
H 1.976 -5.795 4.232
H 4.434 -5.596 4.057
H 1.298 -6.241 0.401
H -0.322 -8.026 0.019
H -2.672 -7.493 -0.553
H -3.374 -5.128 -0.757
H -1.718 -3.326 -0.369
H 1.938 -5.455 -1.594
H 2.790 -5.460 -3.878
H 3.151 -3.323 -5.084
H 2.726 -1.184 -3.929
H 1.960 -1.175 -1.581

## Properties
Energy relative to the best compared isomer or geometry (same formula, charge and spin): 0.000 eV
Charge: +1
Multiplicity: 1
Orbital gap: 5.41 eV
F_max: 0.65 eV/A
LUMO level: -3.3 eV